The following is a quantum chemistry calculation of a single C2H4S2 molecule, from OMol25.

Summary:
LUMO ... 0.7762 eV
Orbital gap ... 9.85 eV
Structure (SMILES) ... S[C@H]1CS1

Positions of all 8 atoms, in Å:
H  0.167  1.481  0.269
S  -0.335  -0.513  1.434
H  1.859  0.624  0.803
H  -2.168  -0.164  -0.509
S  -1.165  -0.147  -1.458
C  0.773  0.563  0.554
C  0.154  -0.525  -0.266
H  0.715  -1.319  -0.826


The following is a quantum chemistry calculation of 2 unconnected molecules or ions with the total composition C2H4S3, from OMol25.

Summary:
LUMO ... -1.3395 eV
Orbital gap ... 7.01 eV

Positions of all 9 atoms, in Å:
C  0.506  0.887  -1.457
H  1.598  1.363  -1.615
H  -0.080  1.264  -0.428
S  0.625  -0.853  -1.446
C  -0.439  -0.694  1.049
H  -0.137  1.368  -2.298
S  -0.564  -2.199  1.694
S  -0.745  0.815  1.372
H  -0.764  -1.951  3.129


The following is a quantum chemistry calculation of a single C2H4Si molecule, from OMol25.

Summary:
LUMO (spin up / spin down) ... -1.3068 / -1.2702 eV
Orbital gap (spin up / spin down) ... 7.77 / 7.78 eV
Structure (SMILES) ... C#C[SiH3]

Positions of all 7 atoms, in Å:
Si  -0.125  -0.540  0.797
C  1.123  1.586  -1.829
H  1.846  1.014  -2.398
H  0.842  -1.621  0.512
C  0.647  0.606  -0.392
H  -1.496  -0.983  0.546
H  0.009  -0.068  2.177


The following is a quantum chemistry calculation of a molecular structure, C2H4Yb, from OMol25.

Summary:
Spin multiplicity ... 2
Net charge ... -1
LUMO (spin up / spin down) ... 2.7214 / 1.7511 eV
Orbital gap (spin up / spin down) ... 3.41 / 2.43 eV

Positions of all 7 atoms, in Å:
H  -1.513  -0.214  -0.360
H  0.435  -1.632  -0.323
C  0.628  -0.544  -0.338
Yb  2.916  0.357  -0.584
C  -0.504  0.194  -0.183
H  -0.491  1.292  -0.241
H  -1.471  0.548  2.030


The following is a quantum chemistry calculation of 2 unconnected molecules or ions with the total composition C2H5B, from OMol25.

Summary:
LUMO ... 0.2707 eV
Orbital gap ... 10.00 eV

Positions of all 8 atoms, in Å:
H  1.019  0.987  0.884
H  0.316  -1.207  -1.038
H  -2.819  0.415  -0.143
B  -0.990  0.137  -0.051
H  0.924  -1.388  0.519
C  0.434  0.737  -0.035
C  0.224  -0.797  -0.019
H  1.033  1.081  -0.977


The following is a quantum chemistry calculation of 2 unconnected molecules or ions with the total composition C2H5BF2O2, from OMol25.

Summary:
LUMO ... 0.1433 eV
Orbital gap ... 10.68 eV

Positions of all 12 atoms, in Å:
C  2.365  -0.650  0.620
H  0.250  -0.060  -1.895
F  3.372  -0.539  -0.207
H  -3.079  -0.322  -0.057
C  0.118  0.332  -0.891
O  -1.122  -0.333  1.267
H  0.198  1.420  -1.071
H  -2.012  -0.230  1.581
O  -2.459  0.177  -0.623
B  -1.243  -0.030  -0.040
H  0.965  0.017  -0.295
F  2.647  0.218  1.612